No. 1
{"formula": "C28H37CoF4N2Si", "method": "wB97M-V/def2-TZVPD", "symbols": ["Co", "C", "C", "C", "C", "C", "C", "C", "C", "C", "C", "H", "H", "H", "H", "H", "H", "H", "H", "H", "H", "H", "H", "H", "H", "H", "C", "N", "C", "C", "C", "N", "C", "C", "F", "C", "F", "C", "C", "F", "C", "F", "H", "H", "H", "H", "H", "H", "H", "H", "H", "H", "H", "C", "Si", "C", "C", "C", "C", "C", "C", "C", "H", "H", "H", "H", "H", "H", "H", "H", "H", "H", "H"], "positions_angstrom": [[-0.0130, -0.9936, 0.1010], [-1.8998, -1.3446, 1.4684], [-0.8704, -1.5755, 2.4110], [-0.0358, -2.5973, 1.9208], [-0.5642, -3.0508, 0.6766], [-1.7499, -2.2884, 0.4096], [-2.8743, -2.6201, -0.5285], [-0.1454, -4.3381, 0.0245], [1.1501, -3.2103, 2.6048], [-0.7671, -0.8861, 3.7395], [-3.1275, -0.5105, 1.6780], [-3.7328, -2.9884, 0.0440], [-2.5988, -3.3945, -1.2434], [-3.2156, -1.7430, -1.0858], [-0.3069, -5.1778, 0.7077], [0.9158, -4.3380, -0.2434], [-0.7218, -4.5370, -0.8805], [2.0727, -3.0449, 2.0405], [1.0203, -4.2909, 2.7158], [1.2894, -2.7892, 3.5999], [-1.4540, -1.3413, 4.4608], [-1.0237, 0.1717, 3.6569], [0.2408, -0.9436, 4.1477], [-3.9221, -1.1141, 2.1333], [-3.5089, -0.1141, 0.7352], [-2.9305, 0.3344, 2.3403], [-0.4255, 0.1752, -2.7452], [-0.0260, -1.1519, -2.2536], [-0.8176, -2.1583, -2.9568], [1.3796, -1.4170, -2.5393], [2.3498, -0.5483, -1.7742], [1.9313, -0.3771, -0.3939], [2.8456, 0.1559, 0.4446], [2.5168, 0.4495, 1.8006], [1.2640, 0.2167, 2.2153], [3.3958, 0.9495, 2.7228], [2.9621, 1.1608, 3.9805], [4.7079, 1.2480, 2.4070], [5.0603, 1.0220, 1.0975], [6.3199, 1.3067, 0.7072], [4.1928, 0.5146, 0.1539], [4.7043, 0.3911, -1.0973], [-0.2618, 0.2510, -3.8331], [0.1417, 0.9469, -2.2275], [-1.4815, 0.3458, -2.5314], [-0.6513, -2.0908, -4.0418], [-1.8745, -2.0014, -2.7639], [-0.5375, -3.1579, -2.6230], [1.5725, -1.3023, -3.6171], [1.5687, -2.4626, -2.2760], [2.4549, 0.4261, -2.2704], [3.3121, -1.0520, -1.8582], [5.4054, 1.6447, 3.1302], [0.3192, 3.3040, 1.6478], [0.1909, 2.4464, -0.0602], [1.6103, 3.2408, -1.0693], [-1.4504, 2.9648, -0.8479], [-2.6601, 2.7628, -0.1576], [-3.8916, 3.0010, -0.7466], [-3.9710, 3.4366, -2.0694], [-2.7948, 3.6332, -2.7809], [-1.5597, 3.4051, -2.1780], [-0.0800, 4.3293, 1.6270], [1.3721, 3.3641, 1.9447], [-0.2113, 2.7512, 2.4274], [1.6326, 4.3356, -0.9539], [1.5415, 3.0236, -2.1423], [2.5703, 2.8511, -0.7156], [-2.6211, 2.3893, 0.8637], [-4.8040, 2.8387, -0.1791], [-4.9341, 3.6115, -2.5358], [-2.8408, 3.9715, -3.8117], [-0.6543, 3.5804, -2.7537]], "forces_ev_per_a": [[0.46, 1.47, -0.34], [-0.04, -0.42, -0.10], [0.07, 0.15, 0.05], [-0.05, -0.06, -0.06], [-0.47, -0.24, 0.11], [-0.04, -0.22, 0.34], [0.09, 0.07, 0.01], [0.08, 0.21, -0.10], [0.01, 0.17, -0.12], [0.04, 0.01, -0.11], [0.17, 0.08, -0.07], [0.00, -0.01, -0.03], [-0.03, 0.01, 0.02], [-0.03, -0.06, -0.01], [0.01, -0.04, -0.02], [-0.04, -0.03, -0.02], [0.04, -0.01, 0.01], [0.02, -0.02, 0.04], [0.02, -0.02, 0.01], [0.03, 0.01, 0.00], [0.00, 0.02, 0.01], [0.03, -0.01, 0.01], [-0.03, 0.02, 0.01], [-0.01, 0.04, 0.00], [0.00, 0.04, 0.04], [-0.02, -0.01, -0.04], [0.10, -0.05, -0.08], [-0.20, 0.22, -0.08], [-0.03, 0.06, 0.08], [0.09, -0.16, 0.11], [-0.20, 0.21, 0.07], [0.46, -0.70, 0.60], [-0.04, -0.15, -0.07], [0.00, -0.01, -0.34], [-0.20, -0.18, 0.12], [0.14, 0.04, -0.07], [-0.09, 0.00, 0.10], [0.10, 0.08, 0.17], [-0.05, 0.00, -0.02], [0.13, 0.02, -0.08], [-0.11, 0.07, 0.07], [0.19, 0.03, -0.09], [-0.01, -0.04, 0.01], [-0.03, -0.07, -0.01], [0.04, 0.01, 0.04], [0.04, -0.02, -0.02], [0.02, 0.02, -0.05], [-0.02, 0.04, 0.02], [0.01, -0.06, -0.07], [-0.07, 0.00, 0.01], [-0.01, -0.01, -0.03], [0.07, 0.01, -0.07], [-0.05, -0.02, -0.04], [-0.21, 0.38, -0.07], [-0.31, -1.36, 0.40], [-0.15, 0.27, -0.10], [-0.03, 0.46, -0.17], [0.04, 0.08, -0.06], [-0.02, -0.02, 0.02], [0.08, -0.04, 0.01], [0.01, -0.06, 0.02], [-0.09, 0.02, 0.10], [0.09, -0.07, 0.04], [-0.04, -0.07, -0.01], [0.04, 0.01, -0.05], [0.01, -0.11, -0.05], [0.05, -0.02, 0.09], [-0.06, 0.00, -0.02], [-0.02, 0.05, -0.05], [0.05, 0.01, -0.01], [0.02, 0.01, 0.02], [0.02, -0.01, 0.02], [-0.06, 0.02, 0.01]], "homo_lumo_gap_ev": [5.04, 5.08], "charge": -1, "fmax_ev_per_a": 1.58, "molar_mass_da": 564.6, "total_energy_ha": -3270.36492, "s_squared": 3.768, "spin_multiplicity": 4, "e_lumo_ev": [2.76, 2.76]}

No. 2
{"formula": "H2N2O3", "method": "wB97M-V/def2-TZVPD", "symbols": ["N", "N", "O", "O", "O", "H", "H"], "positions_angstrom": [[-0.5607, 0.0614, -0.5746], [0.5595, 0.7620, -0.3184], [1.0542, 1.1447, -1.3688], [0.8696, 0.9209, 0.8264], [-1.0640, -1.1782, 0.9402], [-0.4635, -0.7859, -1.1129], [-0.3952, -0.9248, 1.6081]], "forces_ev_per_a": [[-3.59, -2.79, 3.30], [0.94, -0.86, -0.56], [0.21, 0.35, 0.91], [0.64, 0.73, -0.02], [1.16, 2.41, -2.73], [0.76, -0.08, -0.49], [-0.11, 0.25, -0.41]], "e_above_lowest_kj_mol": 262.6, "homo_lumo_gap_ev": 9.23, "fmax_ev_per_a": 5.62, "molar_mass_da": 78.0, "total_energy_ha": -336.16504, "e_lumo_ev": -2.46}

No. 3
{"formula": "C2H2CuMgO2", "method": "wB97M-V/def2-TZVPD", "symbols": ["O", "C", "C", "O", "Cu", "Mg", "H", "H"], "positions_angstrom": [[-1.8821, 0.3638, 0.2946], [-2.7534, 1.0096, -0.1736], [-3.5610, 1.7991, -0.8159], [1.8011, 0.1310, -0.0627], [3.9937, 0.2013, -0.9981], [0.0768, -0.1631, 0.3589], [-3.7794, 2.7844, -0.4001], [-4.1060, 1.4090, -1.6772]], "forces_ev_per_a": [[0.15, -0.50, 0.45], [-0.16, 1.01, -1.05], [-0.02, -0.47, 0.52], [0.86, -0.20, -0.60], [-2.36, -0.10, 1.02], [1.34, 0.41, -0.45], [0.05, -0.28, -0.13], [0.14, 0.13, 0.25]], "e_above_lowest_kj_mol": 100.5, "homo_lumo_gap_ev": 7.16, "charge": 1, "fmax_ev_per_a": 2.57, "molar_mass_da": 145.9, "total_energy_ha": -2068.11133, "e_lumo_ev": -4.63}